# 1
Here is an isolated molecule of C20H15ClN4O3 in a non-equilibrium geometry from OMol25. Energies are from ωB97M-V with the def2-TZVPD basis set.

```
43
Properties=species:S:1:pos:R:3:lowdin_charge:R:1
N -2.982 -1.130 -3.830 0.06
C 0.254 2.024 3.015 -0.04
H 0.744 1.255 -2.332 0.11
N 1.378 0.663 -0.364 0.01
C 3.518 1.166 2.441 -0.01
H -3.848 -1.036 -3.216 0.11
H -3.182 -1.723 -4.613 0.06
H -0.862 3.317 6.529 0.12
H 0.378 1.437 6.293 0.06
C 0.572 -2.135 -2.006 -0.03
H 5.735 0.711 2.504 0.09
C -0.708 2.993 5.481 -0.07
H 3.404 1.546 3.473 0.11
N -1.191 3.579 4.306 0.12
H -1.824 4.407 4.314 0.17
C -0.789 3.072 3.042 -0.42
H -1.514 0.574 -2.708 0.15
O -1.952 0.463 0.453 0.11
Cl 6.431 -0.735 0.425 0.64
C -1.033 -0.437 -2.597 0.00
C 2.543 0.544 0.348 -0.16
C 0.340 1.196 0.424 -0.03
C 0.180 -0.827 -2.081 -0.17
C 4.802 0.750 1.961 -0.13
H 0.007 -4.085 -2.498 0.08
H 1.298 0.527 4.141 0.13
H 3.844 -0.275 -1.157 0.09
C 2.347 1.091 1.654 -0.09
H 2.115 0.326 -2.272 0.11
O -1.476 2.321 -0.664 0.11
C 4.906 0.053 0.783 -0.67
O -1.266 3.548 2.047 0.08
C 1.132 0.408 -1.820 -0.02
C 0.864 1.396 1.715 0.00
H 1.577 -2.409 -1.724 0.11
C -1.105 1.426 0.057 -0.49
C -1.776 -1.472 -3.106 -0.37
H -2.887 0.778 0.275 0.16
C 3.783 -0.009 -0.113 0.00
C 0.137 1.896 5.421 -0.09
C -0.292 -3.097 -2.492 -0.11
C 0.676 1.436 4.190 -0.03
N -1.523 -2.781 -2.943 0.12
```

Values from the calculation:
SMILES string: Nc1cc(Cn2c(C(=O)O)c(-c3ccc[nH]c3=O)c3ccc(Cl)cc32)ccn1
LUMO level, eV: 0.11
Total charge: 0
Orbital gap, eV: 7.93
Electronic energy, eV: -45607.6871

# 2
Here is a cluster of 4 separate species, H3N2OS in total in a non-equilibrium geometry from OMol25. Energies are from ωB97M-V with the def2-TZVPD basis set.

```
7
Properties=species:S:1:pos:R:3:lowdin_charge:R:1
N -0.810 1.908 -0.201 0.21
N -1.562 1.093 0.003 -0.30
H -1.767 -3.298 4.059 0.00
H 1.070 1.253 -0.187 -0.59
S 2.177 0.514 -0.127 -0.38
O -2.306 0.225 -0.157 0.06
H -1.851 -2.733 3.368 0.00
```

Values from the calculation:
LUMO level, eV: 3.73
Total charge: -1
Orbital gap, eV: 6.11
Electronic energy, eV: -15909.0302

# 3
Here is a structure of composition C21H42N8SiSm in a non-equilibrium geometry from OMol25. Energies are from ωB97M-V with the def2-TZVPD basis set.

```
73
Properties=species:S:1:pos:R:3:lowdin_spin:R:1
H -1.387 5.628 -1.137 0.00
H 1.904 -1.254 -0.960 0.00
C 1.390 -2.272 3.092 0.00
C -2.509 -3.127 1.728 0.00
C -4.952 -0.039 -2.297 0.00
H -0.309 6.850 -0.453 0.00
N 0.959 -3.709 1.026 0.00
H -5.681 -0.565 -1.677 0.00
H 2.677 4.786 -0.628 0.00
C -0.515 5.782 -0.500 0.00
H 2.149 0.943 1.981 0.00
H -5.157 -0.418 0.939 0.00
H 0.176 5.132 2.709 0.00
H 2.124 2.851 0.659 0.00
H -4.880 3.142 -1.004 0.00
H 1.294 -0.377 3.978 0.00
H -5.576 1.939 0.062 0.00
C 2.011 -3.071 1.941 0.00
H 1.059 3.000 2.087 0.00
C 1.266 3.382 1.082 0.00
C 0.357 3.684 -1.151 0.00
N 1.780 -0.548 -0.233 -0.01
C -1.090 3.886 0.800 0.00
C -3.779 -3.222 2.272 0.00
H 3.959 -2.332 1.715 0.00
H 2.088 -2.416 3.920 0.00
H -1.430 1.361 -2.278 0.00
N 1.551 4.787 1.151 0.00
N 0.645 5.087 -1.077 0.00
H -1.252 -2.006 0.361 0.00
H -5.723 -2.318 2.370 0.00
Si -3.781 0.960 -1.318 0.00
H -5.513 0.640 -2.948 0.00
Sm -0.662 0.695 0.058 5.10
C -4.631 2.290 -0.364 0.00
C -2.460 1.708 -2.441 0.00
N -0.113 -0.295 2.440 -0.01
H 1.214 3.151 -1.575 0.00
C -4.723 -2.242 1.963 0.00
C 0.382 5.494 1.700 0.00
H 0.408 -3.028 0.505 0.00
H -1.803 -3.920 1.946 0.00
H 0.300 -4.273 1.566 0.00
H 2.149 0.282 -0.703 0.00
C 1.809 5.295 -0.207 0.00
C -2.204 -2.060 0.886 0.00
H -1.967 3.708 0.172 0.00
H 3.262 -0.083 2.814 0.00
H 2.031 6.359 -0.151 0.00
C 1.230 -0.747 2.956 0.00
H 0.463 -2.737 3.444 0.00
H 3.294 -2.819 0.199 0.00
C -4.406 -1.173 1.141 0.00
H -2.444 2.800 -2.443 0.00
N -2.725 -0.002 -0.264 -0.05
H -4.024 2.654 0.469 0.00
H -1.287 3.512 1.810 0.00
C 2.766 -0.814 0.883 0.00
H 1.403 -4.333 0.346 0.00
H -4.439 -0.770 -2.926 0.00
H -0.371 0.503 3.023 0.00
C 2.376 -0.109 2.175 0.00
C -3.130 -1.063 0.582 0.00
H 2.491 -3.954 2.357 0.00
N -0.804 5.290 0.855 0.00
H 3.718 -0.396 0.555 0.00
C 3.039 -2.296 1.126 0.00
H -2.646 1.390 -3.472 0.00
N 0.064 3.084 0.217 -0.01
H -4.045 -4.055 2.908 0.00
H -0.518 3.519 -1.777 0.00
H 0.606 6.557 1.754 0.00
H -0.837 -0.982 2.655 0.00
```

Values from the calculation:
2S+1: 6
LUMO level (spin up / spin down), eV: -10.29 / -9.08
Total charge: +3
Orbital gap (spin up / spin down), eV: 5.88 / 7.15
Electronic energy, eV: -60137.7962
⟨S²⟩: 8.775

# 4
Here is a cluster of 2 separate species, C20H25N2S in total in a non-equilibrium geometry from OMol25. Energies are from ωB97M-V with the def2-TZVPD basis set.

```
48
Properties=species:S:1:pos:R:3:lowdin_charge:R:1
H -1.114 -3.455 3.281 0.05
C 1.317 -3.023 2.397 -0.35
H 3.317 4.157 -1.503 0.09
H 2.156 -0.946 -2.138 0.12
H 5.463 1.461 0.862 0.09
C -4.014 2.099 -0.440 0.01
H -3.776 2.785 -1.265 0.11
H 1.002 -3.441 3.360 0.05
H 2.184 2.739 1.214 0.13
C -1.841 0.883 -0.499 0.07
C -5.178 -2.249 -0.952 -0.05
S -0.011 -2.018 1.726 0.90
H 0.272 1.155 1.124 0.11
C 4.262 4.032 -0.962 -0.07
C 2.169 1.930 0.479 0.02
C -3.688 -0.412 -0.666 -0.15
H 5.621 3.214 1.199 0.09
H -5.827 -0.166 -0.705 0.11
H -1.264 1.799 -0.439 0.15
H 6.409 2.516 -0.233 0.09
H -1.631 -3.784 1.578 0.04
C 5.516 2.456 0.406 -0.07
H -6.186 -2.655 -1.043 0.11
H 4.057 0.675 -2.076 0.13
C -0.056 -0.934 -0.563 -0.07
H 0.113 -1.942 -0.953 0.12
C -4.077 -3.119 -1.025 -0.06
H -4.244 -4.187 -1.175 0.11
H -1.887 -3.293 -0.964 0.12
C -1.377 -0.449 -0.607 -0.17
C -2.569 -1.276 -0.728 -0.13
N 4.327 2.709 -0.378 -0.26
H -3.816 2.625 0.503 0.11
H -5.069 1.820 -0.489 0.09
C 3.252 1.810 -0.421 -0.23
C -2.760 -2.638 -0.906 -0.02
H -2.242 -2.339 2.441 0.04
C 3.228 0.753 -1.366 0.02
H 5.101 4.172 -1.661 0.09
H 1.573 -3.814 1.685 0.05
H 2.172 -2.355 2.543 0.04
C 2.174 -0.143 -1.396 -0.01
N -3.206 0.898 -0.528 -0.06
C 1.107 1.037 0.429 -0.05
C -4.995 -0.867 -0.769 0.01
C -1.387 -3.011 2.315 -0.35
C 1.080 -0.012 -0.508 -0.25
H 4.342 4.804 -0.182 0.08
```

Values from the calculation:
LUMO level, eV: -4.43
Total charge: +1
Orbital gap, eV: 6.12
Electronic energy, eV: -34953.9145

# 5
Here is a structure of composition C3H8O2 in a non-equilibrium geometry from OMol25. Energies are from ωB97M-V with the def2-TZVPD basis set.

```
13
Properties=species:S:1:pos:R:3:lowdin_charge:R:1
H -2.395 -0.315 0.077 0.08
H -0.154 -1.447 0.157 0.15
H 0.922 1.436 0.083 0.14
C -1.498 0.236 0.362 -0.05
H -1.431 0.257 1.456 0.09
C 0.968 0.349 0.147 -0.31
O 2.129 -0.199 -0.428 -0.11
H 0.519 -0.677 -1.946 0.09
C -0.273 -0.418 -0.231 -0.46
H 2.056 -0.248 0.680 0.13
H -1.586 1.263 -0.009 0.09
O -0.365 -0.424 -1.635 -0.01
H 1.119 0.152 1.358 0.17
```

Values from the calculation:
LUMO level, eV: 0.68
Total charge: 0
Orbital gap, eV: 10.86
Electronic energy, eV: -7332.8953

# 6
Here is a structure of composition C4H11N2S in a non-equilibrium geometry from OMol25. Energies are from ωB97M-V with the def2-TZVPD basis set.

```
18
Properties=species:S:1:pos:R:3:lowdin_charge:R:1
H 2.677 -1.359 -0.808 -0.04
H -0.077 2.314 0.568 0.00
C 3.034 -0.683 -0.148 -0.45
N 0.151 -1.455 -0.312 0.13
H -2.924 0.617 0.359 0.11
H 0.999 -2.136 -0.339 0.16
C 0.099 -0.160 -0.248 -0.34
H -1.586 2.594 -0.407 0.14
H -1.695 1.998 1.250 0.13
H -2.041 -0.727 1.002 0.09
N -0.966 0.540 -0.094 -0.18
H 2.963 -1.079 0.884 0.05
C -2.184 -0.166 0.136 -0.04
C -0.979 1.965 0.337 0.00
S 2.125 0.909 -0.165 0.83
H -0.719 -2.109 -0.456 0.18
H -2.580 -0.835 -0.680 0.13
H 4.105 -0.575 -0.510 0.09
```

Values from the calculation:
LUMO level, eV: -4.69
Total charge: +1
Orbital gap, eV: 8.83
Electronic energy, eV: -18132.9011

# 7
Here is a structure of composition C22H44Br2O10S5 in a non-equilibrium geometry from OMol25. Energies are from ωB97M-V with the def2-TZVPD basis set.

```
83
Properties=species:S:1:pos:R:3:lowdin_charge:R:1
C 4.760 0.934 -2.095 -0.18
H -0.846 -0.757 -0.544 0.07
H -1.427 0.797 -0.055 0.10
H 3.571 -0.845 -2.627 0.12
C 0.053 1.132 -2.841 -0.27
H -0.132 -1.598 5.854 0.07
H 0.557 2.616 -0.014 0.05
C -4.081 -4.042 2.992 -0.17
H -1.492 -3.130 1.947 0.11
H -2.986 4.621 1.118 0.11
C -0.140 3.441 -0.158 -0.20
H 1.011 -2.184 1.298 0.06
C 4.622 -1.050 -0.763 -0.19
S -1.205 3.376 -1.702 0.84
Br -2.420 0.506 5.293 0.67
H 0.948 1.575 0.184 0.07
H -1.559 -1.679 -4.298 0.11
H 2.760 0.008 0.541 0.00
H 6.333 1.478 -0.812 0.10
C -2.119 4.654 0.459 -0.21
H 0.970 1.814 -4.803 0.10
H -1.768 5.684 0.505 0.12
H 5.445 -1.477 -1.336 0.12
C -1.162 -0.712 -3.990 -0.21
O -0.486 0.479 -6.298 -0.36
O 1.102 -1.356 -5.452 -0.37
H -3.606 4.062 -1.184 0.11
O -1.598 2.006 -2.057 -0.37
H 0.413 1.552 -1.903 0.06
H -1.358 -0.452 3.306 -0.06
H 1.097 0.747 -1.278 0.06
O 3.914 0.543 1.309 -0.31
C -1.114 3.563 0.954 -0.20
H 2.847 0.173 -1.342 0.06
H -1.511 -2.187 4.880 -0.02
O -4.326 -1.371 2.270 -0.32
C -2.611 4.457 -0.981 -0.14
H -0.575 3.889 1.843 0.14
H 1.786 -1.113 2.527 -0.04
H 0.408 4.378 -0.257 0.12
H -2.024 -1.952 0.818 0.10
H 5.614 0.575 -2.671 0.12
H -0.081 0.413 4.261 0.06
O -0.305 0.932 2.643 -0.37
H -2.953 -5.703 1.986 0.11
H -3.992 -3.666 0.121 0.11
H -0.714 1.898 -2.953 -0.03
S -0.481 -0.347 1.844 0.85
H 0.186 -0.951 -2.354 0.12
H -2.462 -4.393 -0.083 0.11
C -0.642 -0.295 -2.622 -0.19
H -3.673 -4.400 3.937 0.10
Br 0.807 -2.350 3.648 0.99
S 5.065 0.164 0.536 0.72
C -3.637 -4.876 1.794 -0.22
C 1.222 -1.156 1.595 -0.35
H -2.291 5.339 -1.536 0.09
C -2.383 -2.784 1.423 -0.32
H -1.432 -0.391 -1.877 0.09
H -5.152 -3.901 3.143 0.10
H 4.275 1.776 -2.589 0.11
S 0.137 -0.253 -5.163 0.75
H 4.872 2.352 -0.253 0.11
H 4.044 -1.859 -0.316 0.10
C 0.973 0.999 -4.078 -0.15
H -1.939 0.011 -4.239 0.10
C -3.099 -3.945 0.680 -0.17
O 6.350 -0.186 1.079 -0.30
C 1.830 -0.505 0.297 -0.21
C 5.247 1.445 -0.728 -0.21
C 0.856 0.571 -0.230 -0.25
O -2.444 -2.064 3.966 -0.48
H 1.958 0.542 -3.988 0.07
H 1.871 -1.230 -0.516 0.11
C -0.567 0.131 0.023 -0.18
C 3.775 -0.220 -1.757 -0.22
H -1.554 2.567 1.002 0.10
C -0.559 -1.656 4.853 -0.55
O -0.541 4.175 -2.738 -0.31
C -0.903 -0.302 4.284 -0.71
H -4.518 -5.351 1.362 0.10
S -3.337 -2.341 2.812 0.85
O -1.476 -1.344 2.095 -0.60
```

Values from the calculation:
LUMO level, eV: 0.11
Total charge: 0
Orbital gap, eV: 8.98
Electronic energy, eV: -238241.4590